Here is 3 unconnected molecules or ions with the total composition C15H20BrF3NOP2S from the OMol25 dataset. Energies are from ωB97M-V with the def2-TZVPD basis set.

Each line ends with the Löwdin charge.
Geometry (Å):
C -1.16 0.32 -0.34  -0.040
C -0.12 0.74 0.68  -0.410
F -0.54 1.91 1.32  -0.033
C 1.30 1.02 0.19  -0.328
P 1.53 2.24 -1.14  0.067
S 3.57 2.34 -1.49  0.504
Br 0.77 1.56 -3.03  0.504
P 0.87 4.42 -0.92  0.690
N 1.56 4.76 0.56  -0.183
O -0.67 4.17 -0.49  -0.322
H -1.87 -0.35 0.13  0.064
H -0.70 -0.21 -1.18  0.056
H -1.71 1.19 -0.70  0.089
H -0.03 -0.03 1.45  0.153
H 1.82 0.10 -0.09  0.101
H 1.84 1.47 1.03  0.096
H 3.85 2.50 -0.18  -0.139
H 1.64 4.08 1.30  0.052
H 2.42 5.29 0.47  0.050
H -1.29 4.52 -1.14  0.066
F -3.47 -1.25 1.32  0.024
C -4.06 -1.08 2.53  -0.280
C -4.57 -2.20 3.17  -0.014
C -5.17 -2.02 4.40  -0.074
C -5.26 -0.75 4.97  -0.087
C -4.74 0.35 4.30  -0.079
C -4.13 0.19 3.06  -0.022
H -4.49 -3.17 2.70  0.119
H -5.58 -2.87 4.93  0.109
H -5.74 -0.62 5.93  0.105
H -4.81 1.33 4.74  0.107
H -3.72 1.03 2.52  0.112
F 5.62 -1.55 -2.04  0.058
C 4.59 -2.07 -2.73  -0.282
C 4.78 -3.23 -3.46  -0.002
C 3.70 -3.75 -4.17  -0.067
C 2.46 -3.12 -4.13  -0.085
C 2.30 -1.96 -3.39  -0.101
C 3.37 -1.43 -2.68  -0.040
H 5.75 -3.70 -3.48  0.124
H 3.83 -4.65 -4.74  0.112
H 1.63 -3.53 -4.69  0.106
H 1.34 -1.46 -3.37  0.067
H 3.28 -0.52 -2.09  0.053

The HOMO-LUMO gap is 7.684 eV. Its highest occupied orbital energy is -11.2 eV. The value obtained for the total energy is -4667.9053 hartree. As for the charge: +1. As for the molecular weight: 461.2 g mol⁻¹.

---

Here is a molecular structure, Br2CaClF6P in a non-equilibrium geometry from the OMol25 dataset. Energies are from ωB97M-V with the def2-TZVPD basis set.

Each line ends with the Löwdin charge.
Geometry (Å):
Ca -0.43 1.20 -1.36  0.639
Cl -3.06 1.00 -0.06  -0.588
P 0.71 -1.14 0.91  0.215
F 0.44 -2.69 1.24  -0.157
F 1.82 -1.70 -0.15  -0.193
F -0.23 -1.08 -0.45  -0.293
F 0.97 0.44 0.48  -0.289
F -0.64 -0.73 1.74  -0.166
F 1.82 -1.00 2.08  -0.152
Br -1.59 1.92 -3.91  -0.536
Br 0.18 3.79 -0.54  -0.479

The HOMO-LUMO gap is 7.695 eV. Its highest occupied orbital energy is -2.3 eV. The value obtained for the total energy is -7226.9190 hartree. As for the charge: -2. As for the molecular weight: 380.3 g mol⁻¹.

---

Here is a molecular structure, C33H35F5N4NiOP2 in a non-equilibrium geometry from the OMol25 dataset. Energies are from ωB97M-V with the def2-TZVPD basis set.

Each line ends with the Löwdin spin population.
Geometry (Å):
Ni -0.29 -2.60 2.77  1.004
C -1.05 1.95 3.68  0.001
C -1.16 0.88 2.90  0.004
C -0.74 0.78 1.48  0.001
C 0.48 -0.06 1.17  0.014
C 1.64 0.20 2.09  0.002
C 1.80 1.30 2.84  -0.004
C 1.13 2.66 2.62  -0.001
C 0.07 3.00 3.63  0.000
C 1.28 -1.43 4.30  -0.034
H -1.63 2.04 4.59  0.000
H -1.57 -0.05 3.32  0.004
H -0.59 1.79 1.07  0.000
H -1.60 0.38 0.94  0.000
H 0.22 -1.17 1.16  0.011
H 0.83 0.21 0.14  0.001
H 2.37 -0.60 2.13  0.000
H 2.41 1.27 3.75  0.000
H 0.80 2.76 1.57  0.000
H 1.94 3.38 2.81  0.000
H 0.43 2.96 4.67  0.000
H -0.27 4.03 3.46  0.000
H 1.17 -0.71 5.16  -0.003
H 2.33 -1.17 3.99  0.000
H 1.34 -2.47 4.70  0.006
P 1.57 -1.11 -3.08  0.000
P -1.71 -0.75 -2.73  0.000
N 2.98 -0.07 -3.26  0.000
N 2.21 -2.47 -4.25  0.000
N -1.82 1.03 -2.62  0.000
N -3.36 -1.04 -3.39  0.000
C 0.54 -0.23 -4.40  0.000
C -0.90 -0.73 -4.44  0.000
C 3.64 0.57 -2.18  0.000
C 4.65 1.37 -2.67  0.000
C 4.67 1.21 -4.10  0.000
C 3.65 0.35 -4.42  0.000
C 2.36 -3.82 -3.92  0.000
C 2.84 -4.53 -5.01  0.000
C 3.02 -3.59 -6.08  0.000
C 2.61 -2.36 -5.59  0.000
C -1.61 1.82 -1.49  0.000
C -1.73 3.16 -1.82  0.000
C -2.03 3.20 -3.23  0.000
C -2.06 1.91 -3.68  0.000
C -4.16 -0.33 -4.31  0.000
C -5.22 -1.14 -4.73  0.000
C -5.07 -2.40 -4.06  0.000
C -3.94 -2.32 -3.25  0.000
H 1.05 -0.47 -5.34  0.000
H 0.56 0.86 -4.28  0.000
H -1.50 -0.09 -5.11  0.000
H -0.95 -1.75 -4.84  0.000
H 3.30 0.36 -1.16  0.000
H 5.32 2.01 -2.08  0.000
H 5.37 1.67 -4.80  0.000
H 3.37 -0.01 -5.40  0.000
H 2.10 -4.15 -2.91  0.000
H 3.06 -5.59 -5.05  0.000
H 3.42 -3.78 -7.07  0.000
H 2.57 -1.43 -6.15  0.000
H -1.45 1.34 -0.54  0.000
H -1.62 4.02 -1.16  0.000
H -2.24 4.09 -3.83  0.000
H -2.25 1.58 -4.69  0.000
H -3.94 0.69 -4.58  0.000
H -6.00 -0.86 -5.43  0.000
H -5.72 -3.27 -4.17  0.000
H -3.46 -3.04 -2.60  0.000
F -1.07 0.62 10.93  0.059
C -1.07 0.34 9.60  0.196
C -0.26 1.06 8.73  -0.015
F 0.55 2.02 9.22  -0.017
C -0.29 0.75 7.39  0.149
F 0.53 1.41 6.54  0.042
C -1.14 -0.26 6.79  0.060
O -1.13 -0.53 5.60  0.319
C -2.01 -0.91 7.78  0.176
F -2.90 -1.81 7.31  0.050
C -1.93 -0.62 9.12  -0.010
F -2.76 -1.33 9.96  -0.017

The HOMO-LUMO gap (alpha / beta) is 6.177 / 4.728 eV. The energy above the lowest of the compared OMol25 structures with the same formula, charge and spin comes out at 123.6 kcal/mol. Its highest occupied orbital energy (alpha / beta) is -7.2 / -7.5 eV. The value obtained for the total energy is -4262.7042 hartree. As for the multiplicity: 3. As for the molecular weight: 719.3 g mol⁻¹.

---

Here is 2 unconnected molecules or ions with the total composition C5H14N2O in a non-equilibrium geometry from the OMol25 dataset. Energies are from ωB97M-V with the def2-TZVPD basis set.

Each line ends with the Löwdin charge.
Geometry (Å):
C -1.97 1.39 -0.76  -0.050
C -0.67 1.28 0.04  -0.414
O 0.41 1.90 -0.64  -0.044
C -0.30 -0.18 0.35  -0.445
C -1.37 -0.91 1.15  -0.058
N -0.02 -0.88 -0.89  0.044
H -2.82 1.12 -0.14  0.073
H -2.10 2.41 -1.11  0.078
H -1.93 0.72 -1.61  0.075
H -0.77 1.83 0.98  0.145
H 0.38 1.60 -1.56  0.086
H 0.66 -0.16 0.97  0.100
H -0.99 -1.86 1.51  0.076
H -1.67 -0.32 2.01  0.082
H -2.25 -1.10 0.54  0.075
H 0.90 -0.63 -1.24  0.042
H 0.09 -1.88 -0.68  0.084
C 2.89 -1.21 0.01  -0.156
N 2.59 -0.50 1.00  0.012
H 3.32 -0.84 -0.93  0.073
H 2.86 -2.29 0.13  0.063
H 2.75 0.50 0.88  0.060

The HOMO-LUMO gap is 10.102 eV. The energy above the lowest of the compared OMol25 structures with the same formula, charge and spin comes out at 52.6 kcal/mol. Its highest occupied orbital energy is -9.2 eV. The value obtained for the total energy is -383.6169 hartree. The SMILES is C[C@H](O)[C@@H](C)N.C=N. As for the molecular weight: 118.2 g mol⁻¹.

---

Here is a single CH4N4 molecule in a non-equilibrium geometry from the OMol25 dataset. Energies are from ωB97M-V with the def2-TZVPD basis set.

Each line ends with the Löwdin charge.
Geometry (Å):
C 0.27 -0.29 -0.85  -0.209
N -0.27 0.95 -1.44  -0.026
N -0.22 1.81 -0.61  -0.012
N 0.36 1.27 0.71  -0.057
N 0.08 -0.04 0.58  -0.098
H -0.29 -1.20 -1.14  0.112
H 1.34 -0.28 -1.20  0.124
H -0.24 1.75 1.38  0.107
H -0.79 -0.23 0.91  0.060

The HOMO-LUMO gap is 10.261 eV. The energy above the lowest of the compared OMol25 structures with the same formula, charge and spin comes out at 88.4 kcal/mol. Its highest occupied orbital energy is -9.2 eV. The value obtained for the total energy is -259.4190 hartree. The SMILES is C1N=NNN1. As for the molecular weight: 72.1 g mol⁻¹.

---

Here is a gas-phase ion, C3H6N4 (charge +2) in a non-equilibrium geometry from the OMol25 dataset. Energies are from ωB97M-V with the def2-TZVPD basis set.

Each line ends with the Löwdin charge.
Geometry (Å):
C -0.41 -0.83 -1.54  0.072
C 0.00 -0.18 -0.28  -0.148
N -0.82 0.14 0.67  0.268
C -0.31 0.86 1.86  0.010
N 0.86 1.27 1.92  0.236
N 1.90 0.71 0.88  0.330
N 1.38 0.16 -0.11  0.168
H 0.14 -1.75 -1.94  0.174
H -0.39 -0.10 -2.31  0.125
H -1.46 -1.12 -1.46  0.131
H -1.84 0.01 0.60  0.230
H -0.97 1.11 2.63  0.163
H 1.91 -0.28 -0.91  0.242

The HOMO-LUMO gap is 9.484 eV. The energy above the lowest of the compared OMol25 structures with the same formula, charge and spin comes out at 100.8 kcal/mol. Its highest occupied orbital energy is -22.4 eV. The value obtained for the total energy is -336.0759 hartree. The SMILES is Cc1[nH+]cnn[nH+]1. As for the charge: +2. As for the molecular weight: 98.1 g mol⁻¹.